No. 1
Below is a molecular structure, C38H55BrIrN4OP in a non-equilibrium geometry, with properties calculated with ωB97M-V/def2-TZVPD.

```
101
Properties=species:S:1:pos:R:3:forces:R:3
Ir -0.144300 0.157900 -0.127200 0.81 -1.84 2.81
Br -5.521400 -2.182100 4.465300 0.26 0.06 -0.14
C -4.061700 -2.035700 3.268200 0.04 0.25 0.30
C -4.039300 -2.858900 2.126900 -0.09 0.24 0.37
C -3.039800 -2.721300 1.213000 0.80 0.25 -0.15
C -1.969800 -1.791000 1.393400 -1.93 -0.22 1.88
O -1.084000 -1.696900 0.491500 1.21 1.48 -2.50
C -1.975100 -1.006100 2.609900 0.29 -0.17 -1.01
C -0.904000 -0.133400 2.945200 -0.64 -0.47 -0.07
N 0.088200 0.148200 2.155400 -1.12 0.54 -2.73
C 1.217900 0.837000 2.553600 1.30 0.72 0.52
C 1.490100 1.246100 3.852000 -0.38 -0.28 -0.68
C 2.652700 1.955600 4.158500 0.33 0.23 -0.21
C 3.600200 2.211000 3.199900 -0.14 -0.08 0.19
C 3.423300 1.730400 1.884000 -0.43 -0.14 0.01
C 4.407700 1.852100 0.882500 -0.31 -0.17 -0.12
C 4.178300 1.302600 -0.354000 0.14 -0.08 0.20
C 2.956500 0.678300 -0.597600 0.20 0.06 -0.08
N 1.995300 0.590600 0.300600 -1.14 0.52 -1.00
C 2.208300 1.068300 1.548800 0.10 0.25 1.02
C -3.045900 -1.136900 3.505700 -0.67 -0.43 0.14
H -4.829100 -3.582200 1.985800 -0.05 -0.01 -0.08
H -3.020800 -3.321500 0.316300 0.02 -0.07 -0.08
H -0.956200 0.289700 3.950600 0.32 -0.16 -0.03
H 0.797400 1.021300 4.649000 -0.02 0.02 0.07
H 2.792200 2.302700 5.169200 0.09 0.02 0.12
H 4.497600 2.757100 3.450000 0.10 -0.01 0.00
H 5.339700 2.343600 1.109500 0.14 0.12 0.02
H 4.920400 1.332600 -1.132900 0.11 0.01 -0.10
H 2.779200 0.218700 -1.558200 -0.09 0.10 -0.13
H -3.080300 -0.516400 4.387100 0.02 0.06 0.19
C -2.953100 4.397400 3.417500 0.06 -0.11 0.16
C -3.318400 2.918900 3.336300 -0.13 0.21 -0.09
C -3.205100 2.401900 1.893300 -0.08 -0.03 0.12
C -2.112800 3.153100 1.117500 0.55 -0.69 0.01
C -0.982000 3.516200 2.080100 0.09 0.30 -0.08
C -1.479700 4.608600 3.037500 -0.05 -0.02 0.00
P -1.543800 2.180000 -0.369800 0.32 -0.28 -1.25
C -3.057000 1.689400 -1.352500 0.47 -0.41 0.34
C -3.680400 0.396200 -0.819500 0.09 -0.19 -0.04
C -4.638200 -0.213800 -1.853400 0.03 0.11 0.01
C -5.344500 0.874100 -2.671700 -0.13 -0.03 0.14
C -5.493200 2.142400 -1.844300 0.03 -0.02 -0.23
C -4.126000 2.776100 -1.558000 -0.03 0.10 0.03
C -0.693100 3.360400 -1.549200 0.22 -0.59 0.32
C -1.313300 4.766200 -1.644200 -0.18 0.16 0.26
C -0.469400 5.815400 -0.929300 0.00 0.10 -0.18
C 0.915700 5.937200 -1.571700 -0.01 -0.03 0.03
C 1.438100 4.578000 -2.058200 0.06 -0.01 0.15
C 0.814400 3.431500 -1.267800 0.18 -0.01 -0.29
H -3.128300 4.764700 4.428300 -0.07 0.08 -0.06
H -3.605700 4.968600 2.754500 -0.05 0.03 -0.01
H -4.337000 2.768000 3.693500 0.04 -0.12 0.05
H -2.654700 2.359000 3.996900 0.03 -0.11 0.10
H -4.164100 2.538900 1.393800 -0.03 -0.12 -0.06
H -2.981200 1.332100 1.911600 -0.14 0.01 -0.07
H -2.522200 4.092600 0.730500 0.08 -0.16 -0.29
H -0.098600 3.874100 1.550600 0.08 -0.06 0.03
H -0.684600 2.631800 2.642300 0.00 -0.05 -0.01
H -1.366700 5.588200 2.570700 0.10 0.02 0.00
H -0.856600 4.604400 3.932600 0.03 0.04 0.00
H -2.619100 1.440400 -2.329100 0.09 0.04 0.11
H -4.236100 0.591400 0.096700 0.10 0.02 0.12
H -2.878000 -0.312500 -0.584100 -0.22 -0.04 0.07
H -5.380500 -0.814700 -1.324100 0.07 -0.07 -0.06
H -4.094800 -0.877300 -2.526400 0.02 -0.15 -0.01
H -6.325700 0.518100 -2.980000 0.01 0.00 -0.14
H -4.779300 1.101000 -3.577700 0.00 0.01 -0.10
H -6.007000 1.903200 -0.913200 -0.07 0.03 0.09
H -6.106600 2.863200 -2.381000 -0.09 0.08 0.09
H -4.225600 3.425100 -0.689500 0.09 0.11 0.07
H -3.842600 3.403100 -2.403200 0.05 0.08 0.01
H -0.813700 2.861100 -2.519500 -0.04 -0.09 0.16
H -2.325600 4.776300 -1.243500 -0.08 0.05 -0.14
H -1.388400 5.048400 -2.695900 -0.07 -0.08 -0.05
H -0.376500 5.562400 0.127500 -0.02 -0.01 0.11
H -0.976200 6.778800 -0.983100 -0.04 -0.01 0.12
H 1.608600 6.367700 -0.848300 0.03 0.05 -0.03
H 0.869300 6.621900 -2.418800 0.02 0.06 0.04
H 2.523700 4.543500 -1.962800 0.03 -0.03 -0.10
H 1.202800 4.441200 -3.114700 0.02 -0.04 -0.10
H 1.018100 3.573500 -0.205000 0.03 -0.03 0.11
H 1.277300 2.484200 -1.560100 -0.05 0.05 0.06
C -1.460800 -0.106700 -5.677800 0.14 -0.03 0.23
C -0.233100 -0.023100 -4.774000 0.45 -0.13 -0.21
C 0.786400 -1.094600 -5.187800 -0.27 0.18 0.03
C 0.400000 1.367300 -4.889200 -0.22 -0.27 -0.07
N -0.719100 -0.197500 -3.387400 -0.95 0.48 -0.09
N 0.217400 -0.606600 -2.400600 -0.30 0.79 1.41
H -1.198000 0.184300 -6.690400 0.04 0.03 -0.09
H -2.242900 0.561900 -5.328200 -0.13 0.13 0.05
H -1.853300 -1.120500 -5.713900 -0.06 -0.13 0.01
H 0.988700 -0.990000 -6.250500 0.10 -0.04 -0.06
H 0.400700 -2.098100 -5.021200 -0.05 -0.14 0.02
H 1.736700 -0.988800 -4.666200 0.14 -0.01 0.03
H 0.858600 1.482400 -5.866800 0.12 0.05 -0.09
H 1.167600 1.528400 -4.134000 0.18 0.04 0.12
H -0.360900 2.135300 -4.780800 -0.08 0.12 0.07
H -1.546700 -0.785100 -3.353500 0.27 -0.12 0.17
H 1.115000 -0.213800 -2.688500 -0.20 -0.08 0.15
H 0.328600 -1.627100 -2.375900 0.05 0.20 0.05
```
Forces are in eV/Å.

Properties
charge	+2
Kohn-Sham gap (spin up / spin down)	5.6 / 5.3	eV
energy above the lowest of the compared OMol25 structures with the same formula, charge and spin	85.8	kcal per mole
largest force on an atom	3.457	eV/A
HOMO level (spin up / spin down)	-13.0 / -13.0	eV
LUMO energy (spin up / spin down)	-7.450 / -7.713	eV
total energy	-130462.9028	eV


No. 2
Below is a molecular structure, C38H55ClOP4Pb in a non-equilibrium geometry, with properties calculated with ωB97M-V/def2-TZVPD.

```
100
Properties=species:S:1:pos:R:3:forces:R:3
P 0.878558 -3.690961 -3.195191 1.27 -0.78 -1.03
C 0.049791 -2.792361 -4.474031 -0.85 1.30 -0.39
C 0.666595 -2.684350 -5.751762 -0.30 -0.37 0.59
H 1.758042 -2.750188 -5.821589 -0.46 -0.43 -0.11
C -0.130456 -2.536406 -6.875708 -0.16 0.42 -0.10
H 0.307802 -2.594792 -7.876663 -0.11 0.13 0.41
C -1.507188 -2.304130 -6.734328 0.01 -0.01 0.37
H -2.138110 -2.219639 -7.621359 0.21 0.03 0.31
C -2.065196 -2.148541 -5.457637 -0.04 0.02 -0.44
H -3.112680 -1.868992 -5.359208 0.20 -0.08 -0.03
C -1.297643 -2.383636 -4.320245 0.80 -0.43 -0.44
H -1.709338 -2.282633 -3.316579 -0.08 -0.25 -0.26
C 2.314255 -2.906526 -2.495251 0.31 0.56 0.73
C 2.667941 -1.598223 -2.905273 -0.22 -0.44 0.17
H 1.916738 -0.973760 -3.396040 0.25 -0.21 0.03
C 3.966110 -1.138625 -2.724010 0.35 -0.07 0.08
H 4.238425 -0.138085 -3.059725 -0.03 -0.22 -0.03
C 4.938016 -1.961417 -2.145876 -0.11 0.19 0.08
H 5.978168 -1.632838 -2.095619 -0.34 -0.09 0.03
C 4.563517 -3.203832 -1.620913 -0.07 0.20 0.18
H 5.313496 -3.816973 -1.120774 -0.22 0.08 -0.11
C 3.255943 -3.659015 -1.740760 -0.27 0.31 -0.30
H 2.955958 -4.616560 -1.306091 0.18 0.17 -0.32
C -0.078947 -4.751405 -2.148261 -0.89 -0.02 0.85
C -0.355487 -6.070181 -2.597896 0.17 0.66 0.56
H -0.143145 -6.315921 -3.637716 0.13 -0.10 0.33
C -0.872783 -7.005949 -1.704507 -0.23 0.37 0.15
H -1.039524 -8.033409 -2.020923 0.01 0.23 0.03
C -1.190622 -6.621718 -0.392691 0.14 0.07 -0.24
H -1.585430 -7.365916 0.302169 0.11 0.29 -0.20
C -1.019902 -5.295914 0.017879 0.03 0.01 0.20
H -1.305240 -5.001857 1.030986 0.03 -0.12 -0.29
C -0.474831 -4.349691 -0.850892 0.06 -0.88 -0.51
H -0.376097 -3.296282 -0.574259 -0.06 -0.27 0.01
Pb -0.917477 1.790711 0.664667 -1.33 3.39 2.87
C 0.910894 1.103060 2.062071 0.01 0.40 -0.13
C 1.728055 0.095259 1.770048 -0.80 0.20 -0.11
H 1.076111 1.728903 2.951778 0.03 -0.14 -0.47
C 1.476092 -0.899044 0.611391 0.88 -1.57 -0.84
O 1.560675 -2.227195 1.174427 0.21 0.69 0.02
H 1.243345 -2.865836 0.518574 0.25 -0.08 -0.07
C 0.197640 -0.809901 -0.098053 -1.67 3.82 1.15
H 2.246883 -0.738417 -0.175300 0.06 -0.35 0.43
C -0.863073 -0.091404 -0.181875 1.79 -7.12 -3.19
Cl -3.091475 1.872648 -0.925043 0.90 0.20 0.26
P -2.615671 0.011005 2.210493 -0.23 0.01 -0.23
P 0.559914 3.267334 -1.088928 -0.06 0.53 -0.18
C -4.272032 0.753838 2.288402 0.10 0.02 -0.08
H -4.777234 0.588864 1.329341 0.03 0.01 0.27
H -4.150490 1.832580 2.439019 -0.20 -0.35 0.01
H -4.823323 0.299120 3.120166 -0.04 0.11 -0.21
C -2.916123 -1.733271 1.802556 -0.01 -0.08 0.02
H -2.061589 -2.346692 2.115729 -0.20 0.10 -0.09
H -3.040810 -1.824458 0.716514 -0.11 -0.11 0.25
H -3.828081 -2.065879 2.314655 0.22 -0.11 -0.18
C -2.023974 -0.001363 3.924802 0.11 -0.01 -0.02
H -1.878845 1.035678 4.250158 -0.10 -0.24 0.04
H -1.065382 -0.535099 3.970623 -0.25 0.07 0.09
H -2.774893 -0.506799 4.545443 0.27 0.15 0.05
C -0.232336 4.902971 -1.194930 -0.23 -0.05 0.18
H -0.110073 5.441179 -0.243862 -0.02 -0.17 -0.26
H -1.308949 4.745030 -1.359485 0.27 0.07 -0.02
H 0.180556 5.503478 -2.017218 -0.03 -0.23 0.23
C 2.249198 3.507827 -0.463292 0.10 -0.16 0.31
H 2.784406 2.547278 -0.494935 -0.13 0.26 -0.05
H 2.200623 3.830591 0.586830 0.03 0.01 -0.30
H 2.803622 4.252716 -1.049955 -0.21 -0.18 0.09
C 0.707314 2.646959 -2.792275 -0.26 -0.43 0.01
H -0.242411 2.158588 -3.053915 0.23 0.15 -0.06
H 1.512921 1.902504 -2.863127 -0.23 0.19 0.08
H 0.900531 3.462295 -3.503717 -0.03 -0.14 0.32
P 3.236109 -0.232972 2.761468 -0.65 -0.29 -0.38
C 3.549760 1.183776 3.815517 0.07 0.19 0.05
C 4.611984 -0.493459 1.638324 0.15 0.05 -0.04
H 2.658550 1.407599 4.415906 0.28 -0.07 -0.10
H 3.820972 2.061898 3.213139 -0.11 -0.25 0.16
H 4.384260 0.947287 4.490462 -0.21 0.02 -0.17
H 4.451552 -1.402376 1.044633 -0.02 0.18 0.09
H 5.538368 -0.603170 2.217257 -0.20 0.01 -0.11
H 4.715255 0.370577 0.968325 -0.03 -0.22 0.15
C 2.965956 -1.693000 3.764901 0.13 -0.10 0.14
H 2.080489 -1.534389 4.393744 0.21 -0.06 -0.13
H 3.842599 -1.872982 4.399711 -0.18 0.02 -0.10
H 2.793483 -2.542596 3.094008 0.05 0.23 0.24
H -1.742349 -0.302519 -0.806220 0.05 0.60 0.48
C -3.028000 6.379001 1.558955 0.08 0.07 -0.26
C -3.212678 5.313210 2.645007 -0.31 0.32 0.25
C -2.567453 5.768947 3.951530 0.09 0.28 0.45
C -4.709250 5.044840 2.816001 -0.41 -0.05 0.05
C -2.565470 4.053461 2.306155 0.38 -0.62 -0.38
C -2.079870 2.939439 2.158117 1.14 0.94 -0.96
H -3.523168 7.309549 1.864008 0.09 -0.25 0.04
H -3.486498 6.059240 0.617254 0.14 0.03 0.09
H -1.970706 6.609268 1.393511 -0.09 -0.06 -0.01
H -3.038184 6.677240 4.342546 -0.03 -0.12 -0.16
H -2.660488 4.987291 4.711456 0.08 0.13 -0.05
H -1.507498 5.989083 3.787381 -0.11 -0.09 0.10
H -5.146553 4.735494 1.859796 0.04 -0.05 0.20
H -4.886590 4.266749 3.565214 -0.01 0.07 -0.12
H -5.235855 5.949185 3.140860 0.19 -0.09 -0.03
```
Forces are in eV/Å.

Properties
charge	+2
Kohn-Sham gap (spin up / spin down)	3.1 / 3.1	eV
largest force on an atom	8.002	eV/A
HOMO level (spin up / spin down)	-10.8 / -10.8	eV
LUMO energy (spin up / spin down)	-7.713 / -7.730	eV
total energy	-97249.9616	eV